Entry 1:
Density functional theory data (the ωB97M-V functional and the def2-TZVPD basis) for a structure of composition C6H15CuO3.

LUMO level (alpha / beta)	-5.1 / -6.4	eV
DFT total energy	-2103.4414	hartree
HOMO (alpha / beta)	-0.4682 / -0.4682	Ha
orbital gap (alpha / beta)	7.64 / 6.31	eV

Geometry as ORCA input:
```
! wB97M-V def2-TZVPD RIJCOSX def2/J DEFGRID3
* xyz 1 2
C 0.10 1.87 -3.24
C 0.73 0.64 -3.86
O 1.75 0.07 -3.16
Cu 2.72 0.37 -1.15
H -0.51 2.39 -3.98
H -0.55 1.59 -2.40
H 0.88 2.57 -2.90
H 1.06 0.79 -4.91
H -0.01 -0.19 -3.98
O 1.20 -1.07 -0.16
C 0.65 -1.00 1.15
C -0.53 -0.06 1.16
C -1.37 -0.19 2.42
C -2.58 0.73 2.41
O -3.32 0.55 3.60
H 0.58 -1.42 -0.89
H 1.44 -0.64 1.83
H 0.35 -2.01 1.47
H -1.18 -0.27 0.29
H -0.18 0.98 1.05
H -0.75 0.04 3.30
H -1.72 -1.23 2.53
H -3.20 0.51 1.53
H -2.24 1.78 2.32
H -4.09 1.11 3.59
*
```

=====

Entry 2:
Density functional theory data (the ωB97M-V functional and the def2-TZVPD basis) for a cluster of 2 separate species, C6H15INO2 in total.

LUMO level (alpha / beta)	5.1 / 5.1	eV
DFT total energy	-740.3864	hartree
HOMO (alpha / beta)	0.1345 / -0.0449	Ha
orbital gap (alpha / beta)	1.49 / 6.28	eV

Geometry as ORCA input:
```
! wB97M-V def2-TZVPD RIJCOSX def2/J DEFGRID3
* xyz -2 2
I 2.36 0.70 -2.35
C -2.85 2.32 -1.49
O -1.80 1.52 -1.03
C -1.05 2.34 -0.09
C -0.34 1.47 0.98
N 0.37 0.26 0.49
C 0.92 -0.66 1.53
C 1.69 -1.83 0.82
O 0.89 -2.30 -0.30
C 1.07 -3.71 -0.60
H -3.32 1.85 -2.35
H -2.57 3.24 -2.02
H -3.55 2.70 -0.74
H -1.57 3.20 0.33
H -0.24 2.85 -0.61
H -1.03 1.18 1.78
H 0.42 2.02 1.54
H 1.07 0.58 -0.17
H 0.20 -1.08 2.24
H 1.55 -0.07 2.19
H 1.90 -2.48 1.67
H 2.64 -1.66 0.32
H 1.98 -3.98 -1.15
H 0.27 -4.07 -1.24
H 1.01 -4.38 0.26
*
```

=====

Entry 3:
Density functional theory data (the ωB97M-V functional and the def2-TZVPD basis) for a structure of composition C6H15InN2O5.

LUMO level (alpha / beta)	-3.6 / -7.5	eV
DFT total energy	-912.9574	hartree
HOMO (alpha / beta)	-0.4772 / -0.4770	Ha
orbital gap (alpha / beta)	9.38 / 5.51	eV

Geometry as ORCA input:
```
! wB97M-V def2-TZVPD RIJCOSX def2/J DEFGRID3
* xyz 1 2
In -0.42 1.60 -0.75
N -0.11 3.01 -4.69
O -0.25 2.42 -3.59
O -0.19 4.24 -4.79
O 0.08 2.36 -5.65
C -3.70 -0.04 0.95
O -2.45 -0.40 0.42
C -2.10 -1.77 0.60
C -0.74 -2.14 -0.13
N 0.38 -1.15 0.13
C 0.99 -1.23 1.45
C 2.19 -0.25 1.51
O 2.08 1.03 0.78
C 3.29 1.70 0.69
H -4.40 -0.83 0.68
H -3.94 0.78 0.28
H -3.62 0.08 2.03
H -2.84 -2.47 0.22
H -2.03 -2.00 1.66
H -0.85 -2.15 -1.21
H -0.45 -3.13 0.20
H 1.23 -1.32 -0.39
H 1.32 -2.22 1.75
H 0.18 -0.87 2.08
H 3.08 -0.81 1.23
H 2.39 0.00 2.55
H 3.13 2.77 0.63
H 3.86 1.38 -0.19
H 3.89 1.40 1.55
*
```

=====

Entry 4:
Density functional theory data (the ωB97M-V functional and the def2-TZVPD basis) for the ion C6H15N with charge -1.

LUMO level (alpha / beta)	4.0 / 4.0	eV
DFT total energy	-292.2889	hartree
HOMO (alpha / beta)	0.0544 / -0.1983	Ha
orbital gap (alpha / beta)	2.51 / 9.42	eV

Geometry as ORCA input:
```
! wB97M-V def2-TZVPD RIJCOSX def2/J DEFGRID3
* xyz -1 2
C -3.12 -0.54 -0.62
C -1.89 0.31 -0.49
N -0.72 -0.59 -0.27
C 2.95 0.14 -0.54
C 1.71 -0.70 -0.14
C 0.46 0.17 0.12
C 0.46 0.74 1.52
H -3.99 0.02 -0.98
H -3.47 -0.96 0.33
H -2.88 -1.38 -1.28
H -1.87 1.04 0.32
H -1.64 0.81 -1.42
H -0.98 -1.20 0.50
H 2.62 1.03 -1.07
H 3.58 0.48 0.27
H 3.52 -0.44 -1.29
H 1.91 -1.25 0.78
H 1.49 -1.38 -0.95
H 0.47 0.99 -0.60
H 0.06 0.01 2.23
H 1.43 1.01 1.93
H -0.11 1.67 1.66
*
```

=====

Entry 5:
Density functional theory data (the ωB97M-V functional and the def2-TZVPD basis) for the ion C6H15N with charge -1.

LUMO level (alpha / beta)	4.1 / 4.0	eV
DFT total energy	-292.2333	hartree
HOMO (alpha / beta)	0.0524 / -0.2075	Ha
orbital gap (alpha / beta)	2.64 / 9.61	eV

Geometry as ORCA input:
```
! wB97M-V def2-TZVPD RIJCOSX def2/J DEFGRID3
* xyz -1 2
C -1.96 -0.98 -0.13
C -1.20 0.07 0.69
C 0.26 -0.36 0.94
C 1.01 -0.73 -0.34
C 1.10 0.28 -1.45
C 1.95 1.49 -1.21
N -1.77 0.47 1.93
H -1.49 -0.87 -1.20
H -1.65 -2.02 0.22
H -3.11 -0.76 0.14
H -1.10 0.91 0.05
H 0.80 0.43 1.55
H 0.35 -1.11 1.71
H 2.01 -1.20 -0.21
H 0.67 -1.73 -0.58
H 1.58 -0.10 -2.34
H 0.01 0.68 -1.51
H 3.01 1.28 -1.22
H 1.62 1.81 -0.16
H 1.57 2.31 -1.94
H -1.19 0.31 2.72
H -2.47 -0.19 2.34
*
```

=====

Entry 6:
Density functional theory data (the ωB97M-V functional and the def2-TZVPD basis) for an isolated molecule of C6H15N.

LUMO level	1.2	eV
DFT total energy	-292.3176	hartree
SMILES string	CCCCNCC
HOMO	-0.3092	Ha
orbital gap	9.57	eV

Geometry as ORCA input:
```
! wB97M-V def2-TZVPD RIJCOSX def2/J DEFGRID3
* xyz 0 1
C 2.71 -0.25 -1.42
C 1.75 -1.09 -0.54
C 0.29 -1.00 -1.05
C -0.26 0.44 -0.92
N -0.59 0.70 0.49
C -1.84 0.14 1.07
C -2.16 1.08 2.24
H 2.62 -0.15 -2.50
H 3.72 -0.39 -1.06
H 2.54 0.78 -1.06
H 1.80 -0.64 0.48
H 2.10 -2.13 -0.53
H -0.39 -1.69 -0.55
H 0.27 -1.35 -2.08
H 0.44 1.25 -1.13
H -1.18 0.53 -1.50
H 0.16 0.37 1.08
H -1.61 -0.89 1.33
H -2.77 0.11 0.45
H -2.08 2.11 1.86
H -3.08 0.72 2.72
H -1.47 0.98 3.09
*
```

=====

Entry 7:
Density functional theory data (the ωB97M-V functional and the def2-TZVPD basis) for a cluster of 2 separate species, C6H15N in total.

LUMO level	-0.3	eV
DFT total energy	-292.1048	hartree
HOMO	-0.2304	Ha
orbital gap	5.98	eV

Geometry as ORCA input:
```
! wB97M-V def2-TZVPD RIJCOSX def2/J DEFGRID3
* xyz 0 1
C -0.03 1.76 1.73
N 1.03 0.83 1.35
C -0.80 -1.19 -0.36
C -0.12 -0.72 -1.54
C 1.11 0.08 -1.26
C 0.18 -2.35 -1.45
C -1.43 1.42 1.29
H 0.06 1.90 2.81
H 0.13 2.78 1.33
H 1.64 0.72 2.14
H -1.82 -1.50 -0.49
H -0.17 -1.26 0.52
H -0.83 -0.39 -2.29
H 2.03 -0.46 -1.45
H 1.13 0.45 0.21
H 1.02 1.10 -1.62
H 0.91 -2.36 -2.27
H 0.88 -2.55 -0.66
H -0.59 -3.06 -1.65
H -1.79 0.53 1.73
H -2.10 2.23 1.61
H -1.56 1.29 0.21
*
```

=====

Entry 8:
Density functional theory data (the ωB97M-V functional and the def2-TZVPD basis) for an isolated molecule of C6H15N.

LUMO level	1.1	eV
DFT total energy	-292.2902	hartree
SMILES string	CCCNCCC
HOMO	-0.3250	Ha
orbital gap	9.97	eV

Geometry as ORCA input:
```
! wB97M-V def2-TZVPD RIJCOSX def2/J DEFGRID3
* xyz 0 1
C -2.43 1.16 -1.68
C -1.92 -0.23 -1.93
C -0.55 -0.61 -1.19
N -0.13 -0.03 0.08
C 1.06 -0.77 0.58
C 2.14 0.01 1.35
C 1.83 0.37 2.76
H -1.64 1.86 -1.76
H -3.23 1.25 -2.41
H -2.91 1.40 -0.68
H -2.76 -1.01 -1.75
H -1.75 -0.49 -2.94
H 0.38 -0.64 -1.95
H -0.73 -1.75 -0.93
H 0.12 0.94 -0.14
H 1.55 -1.11 -0.28
H 0.68 -1.62 1.28
H 3.10 -0.37 1.39
H 2.24 1.00 0.81
H 1.55 -0.60 3.27
H 0.95 1.04 2.77
H 2.58 0.80 3.41
*
```

=====

Question: Number 5 is which compound?
Answer: C6H15N

=====

Please write out number 7 again, unchanged.
Density functional theory data (the ωB97M-V functional and the def2-TZVPD basis) for a cluster of 2 separate species, C6H15N in total.

LUMO level	-0.3	eV
DFT total energy	-292.1048	hartree
HOMO	-0.2304	Ha
orbital gap	5.98	eV

Geometry as ORCA input:
```
! wB97M-V def2-TZVPD RIJCOSX def2/J DEFGRID3
* xyz 0 1
C -0.03 1.76 1.73
N 1.03 0.83 1.35
C -0.80 -1.19 -0.36
C -0.12 -0.72 -1.54
C 1.11 0.08 -1.26
C 0.18 -2.35 -1.45
C -1.43 1.42 1.29
H 0.06 1.90 2.81
H 0.13 2.78 1.33
H 1.64 0.72 2.14
H -1.82 -1.50 -0.49
H -0.17 -1.26 0.52
H -0.83 -0.39 -2.29
H 2.03 -0.46 -1.45
H 1.13 0.45 0.21
H 1.02 1.10 -1.62
H 0.91 -2.36 -2.27
H 0.88 -2.55 -0.66
H -0.59 -3.06 -1.65
H -1.79 0.53 1.73
H -2.10 2.23 1.61
H -1.56 1.29 0.21
*
```